# 1
The following is a quantum chemistry calculation of a single C2H4N2O2 molecule in a non-equilibrium geometry, from the Open Molecules 2025 dataset.

Structure (XYZ):
```
10
Properties=species:S:1:pos:R:3:forces:R:3:mulliken_charge:R:1
O 1.23912 2.31485 1.54846 0.349 0.006 0.382 -0.47
O 0.83024 -0.15333 -1.33671 -1.153 -0.606 0.043 -0.52
N 0.19584 0.43557 0.82826 -1.152 -2.811 -2.810 -0.42
N 0.07367 -0.28211 -0.38917 3.400 3.357 4.367 0.80
C 0.95346 1.55895 0.66621 -0.060 0.941 -2.415 0.10
C -0.90860 -1.29124 -0.25506 -2.838 1.504 0.632 -0.68
H 1.11161 1.73915 -0.45554 0.389 0.437 1.269 0.29
H -1.27238 -1.19179 0.79889 0.360 -0.431 -1.087 0.32
H -0.50365 -2.22758 -0.48569 0.337 -1.342 -0.620 0.30
H -1.71931 -0.90246 -0.91966 0.369 -1.056 0.241 0.28
```
Forces are in eV/Å.

ΔE to the lowest compared entry with this formula, charge and spin   114.0 kcal per mole
HOMO energy (alpha / beta)   -9.9 / -9.9 eV
SMILES   C/[N+]([O-])=N/C=O
Total charge   0
Spin multiplicity   1
Kohn-Sham gap (alpha / beta)   0.31731 / 0.31729 Ha

---

# 2
The following is a quantum chemistry calculation of a 5-piece molecular cluster, C32H33Cl3N3O6 overall in a non-equilibrium geometry, from the Open Molecules 2025 dataset.

Structure (XYZ):
```
77
Properties=species:S:1:pos:R:3:forces:R:3:mulliken_charge:R:1
Cl -0.89767 -6.51629 1.02338 0.307 0.296 0.088 -0.21
Cl -2.03277 -1.54992 0.94739 -0.186 1.409 0.381 1.67
Cl -3.06442 -5.91025 -1.57598 0.279 0.132 -0.208 -0.23
O 2.11620 1.60529 0.43668 0.149 -0.205 -0.216 -0.43
O -3.28615 -2.02051 1.48101 0.674 -0.328 -0.184 -0.65
O -0.91944 -2.41340 1.24181 0.097 -0.987 0.005 -0.64
O 1.62577 6.87596 -0.33012 0.162 0.270 0.047 -0.63
O -2.13705 -1.40784 -0.49132 -0.047 -0.496 -0.907 -0.73
O -1.72096 -0.25259 1.47850 -0.143 0.398 0.311 -0.67
N -0.39069 -2.74359 -4.95085 -0.349 -0.269 -0.114 0.06
N -5.30974 -0.53431 5.17267 0.000 -0.114 0.012 -0.48
N 3.66859 -2.19975 0.70254 0.059 -0.835 0.009 0.19
C 4.55278 -2.03583 1.88742 -1.170 0.630 0.272 -0.77
C 1.77469 -1.60800 -0.58216 -0.700 0.234 0.423 -0.68
C 2.54546 -1.47842 0.55300 0.620 0.433 -0.157 -0.76
C 4.09911 5.89572 0.58184 0.106 -0.073 1.190 -0.78
C -1.30160 -2.84352 -6.10675 0.194 -1.123 -0.406 -0.87
C 1.20929 -2.73801 -2.72598 0.809 0.257 -0.664 0.80
C -0.69855 5.36927 -0.45204 -1.072 -0.029 0.204 -0.65
C -1.87093 4.60249 -0.41457 0.486 0.594 -0.048 -0.61
C 4.17931 3.23492 1.38483 -0.355 0.055 -0.264 -0.36
C -2.52256 -5.80277 1.08722 -0.818 -0.498 0.360 -0.47
C -0.55772 2.66092 0.08735 -0.469 -0.655 -0.839 -0.38
C 2.96684 5.10423 0.46115 -0.030 0.052 -0.086 0.37
C -4.44923 2.94896 3.93034 -0.656 -0.466 0.377 -1.42
C 0.94151 -2.79818 -5.09049 1.247 -0.626 -0.445 -0.35
C 1.79257 -2.85726 -4.01989 -1.153 0.289 1.535 -0.78
C -1.78380 3.25346 -0.18128 -0.134 0.002 0.572 -0.58
C 3.95204 -3.19277 -0.17403 0.333 0.924 -0.566 -0.42
C 3.18504 -3.36045 -1.29571 0.003 -0.476 -0.444 -0.64
C -2.84746 -4.92042 -0.08918 -0.670 0.152 -0.046 0.30
C -5.19448 0.72274 2.89449 0.968 -0.194 -0.431 -0.19
C 0.53137 4.78612 -0.21921 0.162 0.111 0.552 0.28
C -0.94463 -2.76870 -3.74286 0.169 0.080 1.272 -0.61
C 2.06339 -2.57230 -1.52786 0.078 0.009 0.372 1.14
C -4.19289 1.87808 2.85471 0.407 1.211 0.990 0.22
C 5.22193 5.36643 1.20893 0.310 0.898 -0.922 -0.43
C 5.27546 4.04805 1.58759 -0.004 -0.477 0.228 -0.59
C 0.61532 3.40476 0.05244 0.218 0.204 -0.142 0.42
C -0.16160 -2.70041 -2.59191 -0.480 0.202 -0.448 -0.07
C 1.94736 2.81213 0.39132 -1.209 -0.017 0.823 0.33
C 1.71567 5.70523 -0.05461 -0.602 -0.511 -0.627 0.58
C 2.99989 3.75531 0.82096 1.405 -0.406 -0.263 -0.12
C -5.25908 -0.00170 4.15753 0.071 0.387 0.393 0.20
H -2.01742 -2.88209 -3.66587 -0.058 0.291 -0.155 0.56
H -2.74815 -5.33117 2.04436 0.746 0.539 -0.116 0.33
H 2.32189 -0.70617 1.27678 0.065 -0.063 0.086 0.59
H -4.19726 2.37021 1.88110 -0.320 -0.277 -0.164 0.12
H -2.16225 -4.10369 -0.29316 0.432 -0.362 0.104 -0.39
H -6.19066 1.09180 2.65683 -0.036 -0.208 -0.238 0.36
H -3.91862 3.88074 3.74721 0.059 -0.035 -0.038 0.40
H -3.80583 -4.42038 0.04074 -0.063 -0.194 0.315 0.30
H -0.74846 -2.74733 -7.03670 0.006 0.532 0.092 0.28
H -0.67207 1.58918 0.21583 0.896 -0.004 0.443 0.44
H 4.03922 -2.53430 2.70741 0.421 -0.337 0.080 0.37
H 4.26916 2.18535 1.62770 -0.299 -0.037 -0.046 0.49
H 4.90178 -3.69815 -0.08178 -0.127 -0.163 0.387 0.35
H 5.55435 -2.39272 1.68818 -0.064 -0.177 -0.041 0.30
H -3.15716 1.57173 3.00841 -0.127 -0.566 -0.188 0.10
H -0.82003 6.43994 -0.54338 0.430 0.031 -0.162 0.46
H -5.51690 3.16079 4.04882 0.002 0.216 -0.359 0.32
H 0.93691 -0.92388 -0.64874 -0.094 -0.128 -0.137 0.75
H -3.17520 -6.67505 1.14601 -0.134 0.091 -0.556 0.40
H -4.18446 2.56970 4.92044 0.310 0.020 -0.083 0.36
H 3.47206 -4.10665 -2.02561 0.052 -0.117 0.172 0.49
H 2.86286 -2.94515 -4.11398 0.015 0.074 -0.344 0.51
H 6.09934 5.99806 1.28580 -0.020 -0.051 0.221 0.38
H 4.56267 -0.98227 2.16007 0.185 0.043 -0.228 0.22
H -2.83847 5.08104 -0.49228 0.046 0.047 -0.186 0.40
H 1.38058 -2.93214 -6.07043 -0.508 0.342 -0.244 0.36
H -4.80237 -0.00922 2.18177 -0.615 -0.026 -0.289 0.03
H 4.07707 6.95131 0.35272 -0.177 -0.058 -0.306 0.46
H -1.66272 -3.87467 -6.12243 -0.197 0.110 0.112 0.41
H -0.64879 -2.55023 -1.63118 -0.105 -0.192 0.015 0.17
H 6.18308 3.63312 2.00707 -0.031 0.054 0.077 0.38
H -2.14654 -2.17241 -6.01248 0.186 0.250 -0.019 0.34
H -2.68375 2.66178 -0.06757 0.056 -0.088 -0.195 0.56
```
Forces are in eV/Å.

ΔE to the lowest compared entry with this formula, charge and spin   0.0 kcal per mole
HOMO energy   -11.5 eV
Total charge   +1
Spin multiplicity   1
Kohn-Sham gap   0.23705 Ha

---

# 3
The following is a quantum chemistry calculation of a single C3H3ClN2O molecule in a non-equilibrium geometry, from the Open Molecules 2025 dataset.

Structure (XYZ):
```
10
Properties=species:S:1:pos:R:3:forces:R:3:mulliken_charge:R:1
Cl 2.89349 -0.18661 -0.53513 -0.780 -0.122 0.577 -0.19
O -2.12204 0.89887 -0.01445 1.223 -0.026 -0.076 -0.51
N -0.80270 -0.92520 0.39250 -0.324 0.716 -0.387 -0.82
N 0.48411 -1.18820 0.30804 3.313 0.451 -0.233 0.28
C 0.35253 0.96429 -0.39483 -0.407 -1.835 1.195 -0.40
C -0.86042 0.31939 -0.02568 -2.817 1.451 0.139 0.52
C 1.20307 -0.07935 -0.09052 0.641 -0.864 -1.089 0.16
H 0.58984 1.97201 -0.69593 -0.200 -0.224 -0.033 0.37
H -2.63293 0.32576 0.56827 -0.240 0.009 -0.101 0.36
H 0.89506 -2.10096 0.48773 -0.409 0.445 0.007 0.23
```
Forces are in eV/Å.

ΔE to the lowest compared entry with this formula, charge and spin   15.5 kcal per mole
HOMO energy   -9.1 eV
SMILES   Oc1cc(Cl)[nH]n1
Total charge   0
Spin multiplicity   1
Kohn-Sham gap   0.36404 Ha

---

Among the records above, which one has the highest ΔE to the lowest compared entry with this formula, charge and spin?
C2H4N2O2

---

Look up the ΔE to the lowest compared entry with this formula, charge and spin of the third one.
15.5 kcal per mole